No. 1
Entry from the OMol25 dataset: a cluster of 2 separate species, C3H7Cl2P in total in a non-equilibrium geometry (wB97M-V/def2-TZVPD).

Bonds (Å) are listed after each position.
Element x y z (Å)
1 C 0.61731 -0.43387 2.48747  C2 1.455, H7 1.174, H8 1.178, H9 1.150
2 C 0.72751 0.65723 1.53136  C1 1.455, C3 1.555, H10 1.098, H11 1.098
3 C 0.56990 0.23932 0.04211  C2 1.555, Cl5 1.635
4 P -0.80294 1.25966 -4.10216  Cl6 1.997, H12 1.367, H13 1.526
5 Cl 1.12409 1.33693 -1.03629  C3 1.635
6 Cl -0.21428 -0.60651 -3.70485  P4 1.997
7 H -0.37062 -1.04656 2.32116  C1 1.174
8 H 0.43279 0.04215 3.54911  C1 1.178
9 H 1.60279 -1.02484 2.43663  C1 1.150
10 H -0.11225 1.36290 1.57859  C2 1.098
11 H 1.57719 1.35118 1.57134  C2 1.098
12 H -1.68291 1.68034 -3.14463  P4 1.367
13 H 0.34660 1.93668 -3.36187  P4 1.526

Kohn-Sham gap, eV: 8.20
HOMO, eV: -8.48
Net charge: 0
Energy above the lowest of the compared OMol25 structures with the same formula, charge and spin, kJ/mol: 314.39
Total energy, eV: -37554.066

natural (NBO) atomic charge list, values in e, 6 entries: C -0.615; C -0.577; C -0.008; P 0.338; Cl 0.068; Cl -0.267

***

No. 2
Entry from the OMol25 dataset: a cluster of 2 separate species, CH3NO4P in total in a non-equilibrium geometry (wB97M-V/def2-TZVPD).

Bonds (Å) are listed after each position.
Element x y z (Å)
1 C 1.77582 0.82852 0.20716  N2 1.192
2 N 2.71548 0.12922 -0.01400  C1 1.192, O3 1.158
3 O 3.80901 -0.24792 -0.05993  N2 1.158
4 O -0.79536 -1.47220 0.32364  P7 1.544, H8 0.934
5 O -1.43891 0.23936 -1.45478  P7 1.586, H9 0.918
6 O -1.54313 0.91482 0.97781  P7 1.586, H10 0.930
7 P -0.73084 0.02428 -0.05256  O4 1.544, O5 1.586, O6 1.586
8 H -1.31123 -1.93292 0.95184  O4 0.934
9 H -1.28209 -0.15798 -2.26712  O5 0.918
10 H -1.19876 1.67480 1.38794  O6 0.930

Kohn-Sham gap (alpha / beta), eV: 8.02 / 7.53
HOMO (alpha / beta), eV: -15.30 / -14.76
Net charge: +1
Energy above the lowest of the compared OMol25 structures with the same formula, charge and spin, kJ/mol: 330.92
Total energy, eV: -20042.829

natural (NBO) atomic charge list, values in e, 6 entries: C 0.070; N 0.036; O -0.086; O -0.985; O -0.946; O -0.947

***

No. 3
Entry from the OMol25 dataset: the molecule C6H14O in a non-equilibrium geometry (wB97M-V/def2-TZVPD).

Bonds (Å) are listed after each position.
Element x y z (Å)
1 C -2.37083 0.03637 -1.14474  C2 1.536, H8 1.098, H9 1.098, H10 1.098
2 C -1.09060 -0.48271 -0.47347  C1 1.536, C3 1.528, C4 1.525, H11 1.101
3 C -1.21609 -0.55978 1.04756  C2 1.528, H12 1.086, H13 1.100, H14 1.099
4 C 0.16149 0.36248 -0.68211  C2 1.525, C5 1.584, H15 1.103, H16 1.109
5 C 1.43104 -0.23458 0.05392  C4 1.584, C6 1.506, O7 1.490, H17 1.090
6 C 2.48941 0.82814 0.18596  C5 1.506, H18 1.100, H19 1.092, H20 1.090
7 O 1.45248 -0.94440 1.36377  C5 1.490, H21 0.975
8 H -3.21797 -0.59811 -0.85302  C1 1.098
9 H -2.32444 0.02684 -2.24215  C1 1.098
10 H -2.61214 1.06011 -0.82982  C1 1.098
11 H -0.88632 -1.48042 -0.89114  C2 1.101
12 H -2.01364 -1.21286 1.39047  C3 1.086
13 H -1.36786 0.46060 1.42961  C3 1.100
14 H -0.27363 -0.93404 1.47141  C3 1.099
15 H -0.05064 1.40549 -0.39101  C4 1.103
16 H 0.43613 0.42799 -1.75491  C4 1.109
17 H 1.71673 -1.08333 -0.56723  C5 1.090
18 H 2.12955 1.56567 0.91780  C6 1.100
19 H 2.69592 1.35801 -0.74622  C6 1.092
20 H 3.39374 0.35849 0.57328  C6 1.090
21 H 1.51768 -0.35997 2.14204  O7 0.975

Kohn-Sham gap, eV: 10.68
SMILES: CC(C)C[C@@H](C)O
HOMO, eV: -9.69
Net charge: 0
Energy above the lowest of the compared OMol25 structures with the same formula, charge and spin, kJ/mol: 110.88
Total energy, eV: -8495.743

natural (NBO) atomic charge list, values in e, 6 entries: C -0.602; C -0.219; C -0.646; C -0.416; C 0.105; C -0.632

***

No. 4
Entry from the OMol25 dataset: a cluster of 2 separate species, C5H14 in total in a non-equilibrium geometry (wB97M-V/def2-TZVPD).

Bonds (Å) are listed after each position.
Element x y z (Å)
1 C 2.43411 0.23332 1.00587  C2 1.485, C3 1.483, H4 1.215, H5 1.134
2 C 1.94509 1.13078 -0.07204  C1 1.485, H6 1.102, H7 1.089, H10 1.117
3 C 1.40065 -0.50914 1.76800  C1 1.483, H8 1.136, H9 1.088, H11 1.132
4 H 3.06190 -0.56561 0.33911  C1 1.215
5 H 3.11155 0.94561 1.57175  C1 1.134
6 H 2.71382 1.90173 -0.24343  C2 1.102
7 H 1.20908 1.88855 0.19290  C2 1.089
8 H 0.90407 0.21362 2.49075  C3 1.136
9 H 0.53738 -0.89126 1.22671  C3 1.088
10 H 1.84429 0.77643 -1.12635  C2 1.117
11 H 1.93744 -1.34614 2.30856  C3 1.132
12 C -3.01161 -0.63034 -1.95145  C13 1.503, H14 1.202, H15 1.058, H16 1.128
13 C -2.58138 -0.30006 -0.54926  C12 1.503, H17 1.153, H18 1.033, H19 1.212
14 H -2.02757 -0.77672 -2.62562  C12 1.202
15 H -3.49706 -1.56418 -1.84104  C12 1.058
16 H -3.76589 0.07715 -2.40146  C12 1.128
17 H -1.66999 -0.96405 -0.30758  C13 1.153
18 H -3.36915 -0.01877 0.05709  C13 1.033
19 H -2.11098 0.77631 -0.84817  C13 1.212

Kohn-Sham gap, eV: 11.90
SMILES: CCC.CC
HOMO, eV: -10.85
Net charge: 0
Energy above the lowest of the compared OMol25 structures with the same formula, charge and spin, kJ/mol: 205.65
Total energy, eV: -5409.918

natural (NBO) atomic charge list, values in e, 6 entries: C -0.404; C -0.631; C -0.617; H 0.189; H 0.213; H 0.206

***

No. 5
Entry from the OMol25 dataset: a cluster of 2 separate species, C10H16 in total in a non-equilibrium geometry (wB97M-V/def2-TZVPD).

Bonds (Å) are listed after each position.
Element x y z (Å)
1 C -2.04552 -2.71422 0.33483  C2 1.538, C3 1.528, H4 1.088, H5 1.087
2 C -1.68104 -1.54095 -0.59071  C1 1.538, H6 1.091, H7 1.091, H10 1.086
3 C -0.96250 -2.95373 1.38552  C1 1.528, H8 1.098, H9 1.081, H11 1.092
4 H -2.02392 -3.56474 -0.34371  C1 1.088
5 H -3.08049 -2.61016 0.64972  C1 1.087
6 H -0.59727 -1.51209 -0.70865  C2 1.091
7 H -2.13727 -1.69085 -1.56996  C2 1.091
8 H -0.54139 -1.98635 1.68910  C3 1.098
9 H -0.14513 -3.53798 0.98610  C3 1.081
10 H -1.89187 -0.53964 -0.22713  C2 1.086
11 H -1.35180 -3.35437 2.32423  C3 1.092
12 C 1.61947 1.55312 2.04651  C18 1.510, H24 1.095, H25 1.090, H26 1.092
13 C 0.08200 0.92379 -1.91237  C14 1.387, C15 1.392, H19 1.080
14 C 1.02889 0.07289 -1.36232  C13 1.387, C16 1.382, H20 1.089
15 C -0.32498 2.04301 -1.19253  C13 1.392, C17 1.403, H21 1.086
16 C 1.74194 0.46004 -0.24305  C14 1.382, C18 1.412, H22 1.079
17 C 0.15142 2.19917 0.11750  C15 1.403, C18 1.373, H23 1.093
18 C 1.19553 1.45088 0.60128  C12 1.510, C16 1.412, C17 1.373
19 H -0.51266 0.67370 -2.77858  C13 1.080
20 H 1.49579 -0.69785 -1.97416  C14 1.089
21 H -1.07671 2.69752 -1.62270  C15 1.086
22 H 2.73608 0.09633 -0.03546  C16 1.079
23 H -0.33953 3.02390 0.64126  C17 1.093
24 H 1.05299 0.83700 2.65042  C12 1.095
25 H 1.38824 2.54919 2.42470  C12 1.090
26 H 2.67796 1.31298 2.16706  C12 1.092

Kohn-Sham gap, eV: 9.93
SMILES: Cc1ccccc1.CCC
HOMO, eV: -8.94
Net charge: 0
Energy above the lowest of the compared OMol25 structures with the same formula, charge and spin, kJ/mol: 89.40
Total energy, eV: -10628.817

natural (NBO) atomic charge list, values in e, 6 entries: C -0.404; C -0.607; C -0.611; H 0.191; H 0.201; H 0.208